(1)
The following is a quantum chemistry calculation of a structure of composition C26H41BrN6P2Pt, from the OMol25 dataset.

Each line ends with the Mulliken spin population.
Atoms and positions in Å:
Pt (-1.16789, -0.82443, 0.43873)  0.96
Br (-3.46922, -0.91016, 1.27186)  0.07
P (-1.98061, -2.11121, -1.63269)  0.25
P (0.91253, -0.69998, -0.30196)  0.11
N (4.14898, 4.53417, -3.25844)  0.01
N (0.11838, -2.64288, 4.13624)  0.01
N (-0.40451, -0.57096, 3.37701)  -0.01
N (-0.28514, -0.90835, 5.69952)  0.00
N (-0.44293, -1.44666, 2.32510)  0.13
N (-0.00603, -1.29987, 4.40157)  0.00
C (1.85579, 4.04388, -2.83998)  0.01
C (-3.22149, 1.98896, 0.12571)  0.01
C (-1.31421, -4.17189, -3.55300)  0.02
C (1.83900, -2.28990, -0.17321)  0.01
C (1.81172, 0.49783, 0.78632)  0.02
C (3.10872, -2.52285, -1.00008)  0.00
C (0.82738, 4.35071, -0.75223)  0.04
C (-3.15094, -3.49807, -1.16979)  0.02
C (-0.32327, 4.06733, -0.39308)  0.00
C (4.29626, 5.05804, -2.04398)  0.00
C (-0.81400, -2.93459, -2.80582)  0.02
C (-1.60392, 1.77432, 1.94213)  0.02
C (2.53002, 0.44813, -2.45059)  0.02
C (3.24949, 5.07007, -1.11620)  0.01
C (-2.73887, 3.28429, -0.14272)  0.02
C (2.00143, 4.52954, -1.52307)  0.00
C (-4.44218, -3.67089, -1.98962)  0.02
C (-0.10699, -2.66063, 2.81586)  -0.02
C (2.97776, 4.07519, -3.68972)  0.00
C (-2.86867, -0.83857, -2.64321)  -0.01
C (-2.44022, 1.18349, 0.98874)  0.19
C (-1.39828, 3.52894, 0.33119)  0.06
C (1.16048, -0.08549, -2.01768)  0.01
C (-3.37763, -1.23563, -4.04255)  0.03
C (3.34533, 0.39404, 0.86579)  0.01
C (-0.95605, 2.93637, 1.51418)  -0.04
H (-3.85603, -0.36854, -4.51951)  0.00
H (1.10081, -3.07284, -0.39888)  -0.01
H (-1.59874, -4.97537, -2.87091)  0.00
H (-0.45541, -2.19264, -3.53486)  0.00
H (-2.15558, -3.97149, -4.22307)  0.00
H (3.72421, 1.18881, 1.52764)  0.00
H (-2.57517, -4.44396, -1.16993)  0.00
H (2.08415, -2.39595, 0.89365)  0.00
H (2.82601, 1.33841, -1.88165)  0.00
H (0.84859, -0.90251, -2.68428)  0.00
H (0.37236, -1.34285, 6.33460)  0.00
H (1.49363, 1.50333, 0.45372)  -0.02
H (3.84020, 0.53424, -0.10691)  0.00
H (-0.04847, 3.35040, 1.94929)  0.00
H (-0.51567, -4.58071, -4.18128)  0.00
H (-2.57766, -1.54004, -4.72513)  0.00
H (-5.15364, -4.31731, -1.44628)  0.00
H (0.92218, 3.59852, -3.16719)  0.00
H (-4.13519, 1.61513, -0.38079)  0.00
H (3.32181, -0.30902, -2.36945)  0.00
H (-2.14916, -0.00821, -2.75763)  0.02
H (-4.26146, -4.18301, -2.94990)  0.00
H (-3.42870, -3.28404, -0.11530)  0.00
H (3.43403, 5.43028, -0.09054)  0.00
H (0.05841, -3.22002, -2.20147)  0.00
H (1.37888, 0.36863, 1.79266)  0.00
H (3.50654, -3.52355, -0.77259)  0.00
H (-3.29814, 4.00200, -0.77171)  0.00
H (5.29046, 5.45770, -1.78586)  0.00
H (-4.11114, -2.04393, -3.99302)  0.00
H (2.93404, -2.49742, -2.08304)  0.00
H (-4.95880, -2.70687, -2.16126)  0.00
H (-0.02932, -3.58086, 2.23763)  0.00
H (-3.68598, -0.42664, -2.02398)  0.00
H (2.87766, 3.68614, -4.70408)  0.00
H (3.91317, -1.81616, -0.75803)  0.00
H (-0.26705, 0.10848, 5.74382)  0.00
H (-1.37596, 1.25820, 2.88360)  0.02
H (0.41035, 0.70461, -2.15789)  0.01
H (3.67556, -0.56782, 1.29069)  0.00
H (2.49268, 0.75590, -3.50808)  0.00

Multiplicity ... 3
Strongest force on any atom ... 3.36 eV/Å
Total charge ... +2
HOMO energy (spin up / spin down) ... -12.3902 / -13.3143 eV

***

(2)
The following is a quantum chemistry calculation of the ion C21H19N4O6S2 with charge -1, from the OMol25 dataset.

Each line ends with the natural charge from an NBO analysis.
Atoms and positions in Å:
S (1.67871, -1.65735, -1.62581)  2.19
S (3.32980, 0.19056, -0.15521)  2.16
O (-0.67241, -3.57135, 1.76804)  -0.61
O (-5.21272, -3.05758, 2.52184)  -0.65
O (3.79621, 0.29335, -1.51645)  -0.97
O (4.27064, -0.24415, 0.87220)  -0.96
O (0.48466, -2.45675, -1.54047)  -0.96
O (2.95002, -2.27721, -1.95013)  -0.95
N (-3.95923, -1.15832, 2.17561)  -0.42
N (-2.96537, -3.35361, 2.10123)  -0.46
N (-2.44393, 0.63363, 1.59665)  -0.52
N (-0.59844, -0.64486, 1.09344)  -0.32
C (2.61790, 2.81502, -0.85872)  -0.22
C (-3.16529, -4.78136, 2.22628)  -0.41
C (-1.13966, 0.63418, 1.20823)  0.20
C (0.09181, 1.50366, -3.60033)  -0.25
C (0.28889, 0.41581, -2.73951)  -0.14
C (2.21825, -0.25555, -4.02572)  -0.18
C (-4.11482, -2.56613, 2.27643)  0.80
C (1.07072, -0.99369, 1.14122)  -0.19
C (2.12465, 4.59994, 0.72397)  -0.22
C (2.99397, 2.45273, 1.49693)  -0.24
C (-1.61216, -1.45988, 1.54628)  -0.08
C (0.94392, 1.72029, -4.69417)  -0.22
C (2.16066, 4.11852, -0.59662)  -0.22
C (-2.74215, -0.68343, 1.80644)  0.33
C (1.99278, 0.81300, -4.90800)  -0.23
C (-1.67304, -2.85761, 1.80514)  0.66
C (1.83396, -0.77002, -0.09551)  -0.96
C (2.97185, 1.95250, 0.19005)  -0.20
C (-5.14332, -0.29969, 2.36524)  -0.40
C (1.39030, -0.41737, -2.91161)  -0.29
C (2.54657, 3.75856, 1.76934)  -0.23
H (1.31572, -0.17724, 1.84631)  0.21
H (-3.56618, -4.96614, 3.23131)  0.21
H (3.35491, 1.81560, 2.30705)  0.23
H (-3.89875, -5.06178, 1.45848)  0.21
H (0.78026, 2.56818, -5.38271)  0.21
H (3.03954, -0.94912, -4.19636)  0.24
H (-0.73514, 2.19802, -3.42402)  0.21
H (2.51681, 4.12861, 2.80305)  0.21
H (-2.18719, -5.25031, 2.07101)  0.25
H (1.77974, 5.62774, 0.92876)  0.21
H (-5.54599, -0.51319, 3.36203)  0.21
H (-4.82928, 0.74338, 2.28708)  0.24
H (-5.87408, -0.53502, 1.58183)  0.21
H (1.82422, 4.76706, -1.41778)  0.21
H (-0.39807, 0.23871, -1.91179)  0.23
H (2.68628, 2.47039, -1.89121)  0.25
H (2.65654, 0.95717, -5.76753)  0.21
H (-0.57600, 1.54989, 1.05321)  0.21
H (1.34290, -2.00777, 1.59502)  0.26

Strongest force on any atom ... 2.71 eV/Å
SMILES ... Cn1c(=O)c2c(ncn2CC(S(=O)(=O)c2ccccc2)=[S@](=O)([O-])c2ccccc2)n(C)c1=O
Total charge ... -1
HOMO energy ... -4.8432 eV

***

(3)
The following is a quantum chemistry calculation of a structure of composition C23H14BrClHfN5OS, from the OMol25 dataset.

Each line ends with the natural charge from an NBO analysis.
Atoms and positions in Å:
Hf (-0.38292, -0.02935, 0.16336)  2.24
Br (-0.67861, -0.58027, -2.32683)  -0.44
Cl (4.43774, 5.04208, -2.30424)  0.05
S (-2.22277, -1.18810, 4.19962)  0.02
O (0.09621, 1.87721, 0.00006)  -0.82
N (-7.14183, 3.57882, -0.10329)  -0.20
N (-2.67874, 0.63216, 0.17061)  -0.57
N (-0.54869, -0.15705, 2.24933)  -0.88
N (1.81078, -0.33099, -0.15242)  -0.62
N (0.00681, -2.27616, 0.40026)  -0.58
C (-6.19098, 2.94006, -0.03597)  0.23
C (-1.26157, -0.60691, 3.09982)  0.20
C (3.16944, 4.09333, -1.61676)  -0.08
C (2.30864, 1.96972, -0.86111)  -0.16
C (-0.62672, -4.53537, 0.83830)  -0.25
C (2.58150, 0.57778, -0.67200)  0.25
C (1.30330, -2.66643, 0.23405)  0.24
C (-3.55856, 0.45675, -0.82761)  0.10
C (3.59417, -2.06686, -0.16008)  -0.18
C (-0.91104, -3.17128, 0.69985)  0.12
C (-4.99746, 2.14456, 0.04324)  -0.07
C (-2.96176, 1.54632, 1.11436)  0.08
C (1.09174, 2.59165, -0.50955)  0.38
C (0.94076, 3.96202, -0.70966)  -0.26
C (3.03147, -4.38269, 0.20642)  -0.16
C (3.96423, -3.42048, -0.04488)  -0.18
C (-4.09864, 2.32562, 1.08954)  -0.19
C (0.66204, -4.95435, 0.66623)  -0.07
C (-4.72758, 1.18272, -0.92427)  -0.20
C (3.34097, 2.74692, -1.42215)  -0.15
C (1.96572, 4.70306, -1.25766)  -0.13
C (1.67649, -4.01889, 0.36483)  -0.10
C (2.28410, -1.67671, -0.04637)  0.11
H (-1.92334, -2.80704, 0.84302)  0.22
H (-3.30469, -0.28418, -1.57150)  0.24
H (4.27721, 2.28007, -1.70044)  0.23
H (3.31400, -5.42229, 0.30654)  0.23
H (-2.25112, 1.64613, 1.92396)  0.24
H (1.84353, 5.76602, -1.41598)  0.25
H (5.00711, -3.68577, -0.14831)  0.24
H (4.38160, -1.34372, -0.31692)  0.22
H (-1.42285, -5.22321, 1.08112)  0.25
H (3.56339, 0.27717, -1.02765)  0.19
H (0.92382, -6.00005, 0.76786)  0.24
H (-5.41270, 1.00517, -1.74000)  0.26
H (0.00585, 4.42913, -0.43273)  0.24
H (-4.28006, 3.05368, 1.86602)  0.26

Strongest force on any atom ... 0.70 eV/Å
Total charge ... +1
HOMO energy ... -11.5000 eV

***

| no. | energy (eV) |
| --- | --- |
| 1 | -128413.744 |
| 2 | -62001.731 |
| 3 | -128283.828 |